# 1
Molecular formula: C26H33Cl3NO4S
Method: DFT, ωB97M-V with the def2-TZVPD basis set

Geometry as XYZ:
```
68
Properties=species:S:1:pos:R:3:forces:R:3
C 3.370 -0.672 4.553 -1.0 -1.3 -0.7
C 2.607 -0.637 3.066 -3.1 1.5 1.0
Cl 3.663 -1.200 1.624 -2.2 1.0 2.1
C 1.179 -0.182 2.947 5.0 -1.5 1.1
Cl 0.307 0.386 4.520 1.4 -1.4 -3.1
N 0.447 -0.182 1.626 -0.8 0.9 1.6
C -1.013 -0.673 1.730 -1.5 -1.6 -0.7
C -1.324 -1.418 0.265 -0.5 1.4 0.9
C -2.856 -1.990 0.359 0.2 -0.5 1.2
C -3.142 -3.388 -0.439 -1.4 0.4 -1.1
C -2.043 -3.799 -1.577 -0.5 0.2 0.6
S -0.853 -5.038 -0.749 0.3 0.4 -0.4
C -1.219 -0.232 -0.863 -0.8 0.8 -0.2
C 0.048 0.791 -0.681 1.0 -0.6 -0.5
C -0.037 2.147 -1.631 0.4 0.6 0.2
C 1.310 2.341 -2.585 -0.7 0.8 -0.4
C 1.518 1.137 -3.680 -0.3 -0.1 0.6
Cl 3.342 1.102 -4.101 -1.6 -0.1 0.2
C 0.386 1.152 0.917 0.7 2.2 -2.6
H 2.706 -1.423 5.204 1.4 1.8 -1.3
H 4.405 -1.203 4.419 -2.0 1.4 0.2
H 3.415 0.377 5.069 0.0 -2.1 -1.3
H 0.925 -0.851 0.983 0.0 0.5 0.6
H -1.063 -1.468 2.591 0.0 1.7 -1.7
H -1.772 0.228 1.898 2.0 -2.0 -0.2
H -0.521 -2.264 0.176 -1.6 1.5 -0.1
H -3.619 -1.154 0.055 1.6 -1.6 0.4
H -3.055 -2.215 1.515 0.3 0.5 -2.5
H -4.178 -3.239 -1.014 2.2 -0.3 1.3
H -3.331 -4.280 0.310 0.7 1.9 -1.6
H -2.575 -4.415 -2.433 1.3 1.1 1.9
H -1.485 -2.908 -2.089 -1.1 -1.6 1.1
H -0.027 -4.386 0.180 -1.1 0.0 -1.1
H -2.202 0.435 -0.744 2.0 -1.5 -0.1
H -1.277 -0.647 -1.981 0.4 0.8 2.5
H 1.009 0.201 -1.073 -1.8 1.2 0.9
H -0.086 3.135 -0.966 0.0 -2.2 -1.2
H -1.010 2.171 -2.299 2.0 -0.3 1.4
H 2.289 2.543 -1.939 -2.2 -0.8 -1.4
H 1.124 3.350 -3.190 0.5 -2.2 1.3
H 1.264 0.070 -3.254 0.5 2.3 -0.8
H 0.921 1.272 -4.680 1.2 -0.1 2.1
H -0.411 1.902 1.329 1.4 -1.8 -0.3
H 1.437 1.712 0.960 -2.2 -1.5 0.0
C -0.027 6.161 4.545 -0.1 0.3 0.2
C -0.675 6.462 5.675 0.2 0.1 -0.4
C -1.126 5.406 6.603 -0.6 0.4 1.0
O -1.720 5.679 7.636 0.5 -0.3 -0.8
C -0.832 4.006 6.235 0.2 -0.4 -0.3
C -0.184 3.706 5.105 -0.2 0.0 0.4
C 0.267 4.762 4.177 0.3 0.0 -0.5
O 0.862 4.489 3.143 -0.3 0.0 0.4
H 0.310 6.924 3.853 0.0 0.0 0.0
H -0.897 7.483 5.959 0.0 -0.1 0.0
H -1.169 3.244 6.927 0.0 0.0 0.0
H 0.039 2.685 4.820 0.0 0.4 0.0
C 0.170 -3.765 -6.972 -0.5 0.2 0.0
C -0.766 -3.082 -6.306 0.1 -0.2 -0.3
C -0.456 -2.400 -5.034 -0.3 0.2 0.2
O -1.313 -1.777 -4.422 0.3 -0.2 -0.1
C 0.927 -2.500 -4.528 0.4 -0.2 -0.1
C 1.863 -3.183 -5.195 -0.1 0.3 0.5
C 1.553 -3.865 -6.467 0.8 -0.6 -0.7
O 2.409 -4.489 -7.079 -0.7 0.5 0.6
H -0.041 -4.272 -7.906 0.0 0.0 0.0
H -1.785 -2.999 -6.664 0.0 0.0 0.0
H 1.138 -1.994 -3.594 0.0 -0.1 0.0
H 2.882 -3.267 -4.837 0.0 0.0 0.0
```
Forces are in eV/Å.

- Net charge: +1
- Multiplicity: 1
- Frontier orbital gap: 7.81 eV
- Highest occupied orbital energy: -11.472 eV



# 2
Molecular formula: ClHg2
Method: DFT, ωB97M-V with the def2-TZVPD basis set

Geometry as XYZ:
```
3
Properties=species:S:1:pos:R:3:forces:R:3
Hg -4.482 3.104 -9.444 0.2 0.2 0.2
Hg -4.585 -3.960 -9.736 0.2 -0.2 0.2
Cl -2.566 -0.571 -7.059 -0.3 0.0 -0.4
```
Forces are in eV/Å.

- Net charge: +3
- Multiplicity: 1
- Energy relative to the best compared isomer or geometry (same formula, charge and spin): 3.784 eV
- Frontier orbital gap: 3.33 eV
- Highest occupied orbital energy: -21.804 eV



# 3
Molecular formula: C55H46BrN6O5STi
Method: DFT, ωB97M-V with the def2-TZVPD basis set

Geometry as XYZ:
```
115
Properties=species:S:1:pos:R:3:forces:R:3
Ti -0.138 -0.346 -0.115 -0.9 -0.4 -1.5
C -2.379 -4.208 -1.265 0.0 0.2 0.0
C -0.891 -4.374 -1.373 0.0 0.2 0.1
C -0.368 -5.317 -2.243 0.1 0.0 -0.1
C 0.961 -5.695 -2.161 0.1 -0.1 0.1
C 1.729 -5.221 -1.114 0.0 0.0 0.0
C 1.233 -4.262 -0.241 -0.2 0.2 0.1
C 1.978 -3.933 1.019 0.0 0.0 0.1
C -0.037 -3.713 -0.474 0.3 -0.6 -0.3
N -0.487 -2.572 0.237 0.0 0.5 0.2
C -1.009 -2.858 1.431 -0.1 -0.5 0.0
O -1.110 -3.970 1.962 -0.1 0.3 0.1
C -1.566 -1.639 2.090 -0.2 0.0 0.1
C -2.255 -1.704 3.290 -0.1 0.1 0.0
C -2.860 -0.556 3.792 0.3 -0.1 -0.4
C -2.742 0.615 3.055 0.0 -0.1 0.1
C -2.009 0.605 1.882 -0.1 -0.1 0.1
N -1.423 -0.502 1.388 -1.5 -0.1 2.2
C -1.821 1.826 1.057 -0.1 0.6 -0.1
O -2.389 2.884 1.351 -0.1 -0.3 0.2
N -1.019 1.607 0.011 0.0 -0.1 0.4
C -0.921 2.726 -0.850 -0.2 0.7 -0.5
C -1.794 2.863 -1.938 0.0 -0.1 0.3
C -3.035 2.027 -2.044 0.1 0.0 0.1
C -1.597 3.899 -2.842 0.1 0.1 0.0
C -0.637 4.864 -2.611 -0.1 0.1 -0.1
C 0.074 4.838 -1.425 0.2 0.0 0.0
C -0.061 3.788 -0.531 0.0 -0.2 0.1
C 0.567 3.831 0.828 0.0 -0.1 0.1
H -2.888 -4.878 -1.957 0.0 0.0 0.0
H -2.696 -3.189 -1.454 -0.1 0.0 0.0
H -2.682 -4.464 -0.247 0.0 0.0 0.0
H -1.021 -5.770 -2.978 0.0 -0.1 0.0
H 1.368 -6.419 -2.851 0.1 -0.1 -0.1
H 2.731 -5.596 -0.963 0.1 -0.1 0.0
H 1.674 -4.641 1.794 0.0 0.0 0.0
H 1.725 -2.939 1.386 0.1 -0.2 0.1
H 3.055 -4.007 0.882 0.0 0.0 0.1
H -2.312 -2.661 3.790 0.0 0.0 -0.1
H -3.408 -0.577 4.721 -0.1 0.0 0.1
H -3.198 1.546 3.355 0.0 0.1 0.0
H -2.954 1.117 -1.454 -0.1 0.1 -0.1
H -3.256 1.783 -3.081 0.0 -0.1 -0.1
H -3.869 2.606 -1.643 -0.1 0.1 0.0
H -2.235 3.970 -3.713 -0.1 0.0 -0.1
H -0.498 5.678 -3.308 0.0 0.1 -0.1
H 0.717 5.671 -1.177 0.0 0.1 0.0
H -0.229 3.941 1.563 -0.1 0.0 0.1
H 1.095 2.902 1.039 0.1 0.1 0.0
H 1.248 4.667 0.936 0.1 0.0 0.0
O 6.901 -2.739 0.987 0.3 0.0 0.3
N 6.083 -2.644 0.055 -0.1 0.1 0.2
O 6.373 -3.027 -1.091 0.0 -0.2 -0.5
C 4.841 -2.072 0.333 0.0 0.1 0.5
C 4.658 -1.564 1.627 0.1 -0.2 0.1
C 3.517 -0.860 1.991 -0.2 -0.1 -0.5
C 3.342 -0.264 3.265 -0.4 0.3 -0.1
C 2.205 0.472 3.503 0.4 -0.2 0.0
C 1.224 0.575 2.517 -0.3 0.0 -0.1
N 1.327 -0.023 1.327 1.3 0.1 1.1
C 2.462 -0.694 1.041 0.2 0.5 0.9
C 2.589 -1.275 -0.257 0.5 -0.4 -0.8
N 1.505 -1.179 -1.066 1.6 -0.8 -0.6
C 1.556 -1.811 -2.247 -0.3 0.0 -0.1
C 2.680 -2.462 -2.704 0.5 0.1 0.3
C 3.817 -2.525 -1.912 -0.6 0.0 -0.4
C 3.786 -1.957 -0.635 -0.3 0.1 0.0
H 5.463 -1.684 2.335 0.0 0.0 0.0
H 4.109 -0.381 4.018 0.0 0.0 0.0
H 2.049 0.965 4.451 0.0 0.0 0.1
H 0.318 1.141 2.704 0.1 -0.1 -0.1
H 0.659 -1.818 -2.849 0.0 0.1 0.1
H 2.658 -2.948 -3.665 -0.1 0.0 -0.1
H 4.696 -3.047 -2.250 0.0 0.0 0.1
O 2.141 1.784 -0.708 -0.3 -0.2 1.0
S 2.661 2.347 -1.961 1.3 0.2 -1.1
C 3.980 3.723 -1.720 -0.5 -0.4 -0.5
C 4.250 4.336 -0.392 -0.1 0.1 0.3
C 3.456 5.376 0.079 0.1 0.0 -0.2
C 3.748 6.016 1.270 0.0 0.1 0.0
C 4.852 5.630 2.011 0.0 0.0 0.0
C 5.666 4.616 1.541 0.1 0.0 0.0
C 5.370 3.977 0.351 0.0 0.0 -0.1
C 3.856 1.073 -2.600 -0.4 0.4 0.2
C 5.048 0.821 -1.730 0.1 0.1 0.1
C 4.988 0.943 -0.349 0.1 0.1 0.0
C 6.118 0.734 0.424 0.1 0.1 -0.1
C 7.315 0.384 -0.173 0.1 0.0 0.1
C 7.379 0.235 -1.549 0.1 0.0 0.0
C 6.256 0.464 -2.321 -0.1 0.0 -0.1
H 3.572 4.480 -2.393 0.1 0.0 0.0
H 4.897 3.317 -2.139 0.0 0.0 -0.1
H 2.614 5.699 -0.514 -0.1 0.0 0.0
H 3.124 6.830 1.607 -0.1 0.0 0.1
H 5.085 6.129 2.938 0.0 0.1 0.1
H 6.552 4.333 2.089 0.1 -0.1 0.1
H 6.029 3.208 -0.016 0.1 0.0 -0.1
H 4.170 1.411 -3.588 -0.1 0.0 -0.1
H 3.260 0.166 -2.722 -0.2 0.1 0.0
H 4.062 1.216 0.130 -0.1 0.0 0.0
H 6.060 0.855 1.496 0.0 0.0 0.1
H 8.191 0.214 0.429 0.1 -0.1 0.1
H 8.307 -0.054 -2.019 0.1 -0.1 0.0
H 6.305 0.360 -3.396 0.0 0.0 -0.1
Br -2.200 -0.364 -6.585 0.0 0.0 0.2
C -1.698 -0.293 -4.737 -0.1 0.0 -0.3
C -2.445 -0.981 -3.802 -0.1 0.0 -0.1
C -2.072 -0.903 -2.467 0.2 -0.1 0.2
C -0.930 -0.224 -2.029 -0.4 0.1 -1.3
C -0.231 0.468 -3.028 0.0 0.0 0.0
C -0.604 0.460 -4.363 0.1 0.1 -0.1
H -3.308 -1.552 -4.110 -0.1 0.0 0.0
H -2.720 -1.370 -1.733 0.1 0.0 -0.1
H 0.662 1.031 -2.767 -0.2 0.0 0.0
H -0.053 1.033 -5.097 0.0 0.0 0.0
```
Forces are in eV/Å.

- Net charge: -1
- Multiplicity: 3
- Energy relative to the best compared isomer or geometry (same formula, charge and spin): 1.054 eV
- Frontier orbital gap (alpha / beta): 4.92 / 7.56 eV
- Highest occupied orbital energy (alpha / beta): -3.379 / -5.971 eV



# 4
Molecular formula: C23H46AlClNO8S
Method: DFT, ωB97M-V with the def2-TZVPD basis set

Geometry as XYZ:
```
81
Properties=species:S:1:pos:R:3:forces:R:3
O 3.049 -6.610 -1.217 2.1 0.8 -3.8
C 3.569 -6.345 -2.325 -3.1 -0.9 2.2
O 2.749 -6.364 -3.490 2.9 1.2 1.9
C 3.459 -5.741 -4.602 1.5 -0.4 -2.5
C 2.501 -5.225 -5.792 0.6 -1.1 0.4
Al 0.810 -4.247 -5.188 -0.1 -0.4 0.2
S -0.408 -3.824 -7.124 -0.4 -1.0 -0.3
Cl -0.407 -5.672 -3.900 0.3 0.5 -0.4
C 1.132 -2.546 -4.107 -0.1 1.1 -0.2
C 2.554 -1.834 -4.352 0.5 0.1 1.1
C 3.257 -1.406 -2.938 -0.2 -0.4 0.1
C 4.220 -2.630 -2.531 -1.1 0.5 -0.1
N 4.983 -2.424 -1.268 2.4 0.5 2.1
C 4.532 -2.734 0.073 3.3 1.2 1.0
C 5.658 -2.399 1.091 -0.5 0.3 -5.2
C 6.852 -1.865 0.212 -4.4 -1.5 -1.6
C 6.346 -1.906 -1.252 0.2 -0.4 4.5
H 4.684 -6.070 -2.392 -1.6 -0.3 -0.5
H 4.216 -4.933 -4.261 -1.5 -1.1 -0.3
H 4.120 -6.577 -5.066 -0.8 1.2 0.8
H 3.139 -4.644 -6.555 -0.8 -0.8 1.2
H 2.142 -6.181 -6.345 0.5 1.5 0.8
H -0.903 -5.088 -7.492 0.7 1.3 0.6
H 0.295 -1.801 -4.388 1.2 -1.0 0.6
H 0.998 -2.770 -2.992 0.2 0.3 -1.4
H 3.295 -2.580 -4.831 -1.1 1.2 0.4
H 2.509 -0.890 -5.002 -0.1 -1.5 0.8
H 2.480 -1.285 -2.092 1.1 -0.2 -1.4
H 3.802 -0.398 -3.013 -0.4 -1.6 0.1
H 3.532 -3.536 -2.357 1.1 1.2 -0.5
H 4.931 -2.814 -3.408 -0.8 0.1 1.5
H 3.490 -3.173 0.259 1.9 0.8 -0.5
H 5.632 -2.526 2.218 -0.1 0.2 -1.9
H 7.854 -1.546 0.645 -1.6 -0.4 -1.0
H 6.989 -1.593 -2.142 -1.6 -0.7 1.2
C -3.971 -0.078 0.088 0.3 0.0 0.3
O -2.740 -0.348 0.730 -0.1 0.3 -0.3
C -1.893 -1.201 -0.038 0.2 0.1 0.5
C -0.427 -0.832 0.161 0.0 -0.1 -0.3
O -0.036 0.373 -0.505 -0.2 0.1 0.4
C -0.538 1.593 0.045 0.5 -0.1 -0.1
C 0.060 1.948 1.404 -0.6 -0.2 0.0
O -0.524 1.155 2.432 0.3 -0.1 0.0
C 0.376 0.884 3.490 -0.3 0.0 -0.1
H -4.589 -0.979 0.058 -0.1 0.0 -0.2
H -4.489 0.693 0.661 0.0 -0.1 0.0
H -3.806 0.304 -0.925 -0.1 -0.1 -0.1
H -2.137 -1.144 -1.103 0.0 0.0 0.0
H -2.059 -2.227 0.310 0.1 -0.1 -0.2
H 0.180 -1.622 -0.292 -0.1 0.1 -0.1
H -0.153 -0.803 1.216 -0.2 0.1 0.1
H -1.625 1.595 0.065 -0.1 -0.1 0.3
H -0.235 2.369 -0.664 0.1 -0.1 0.0
H -0.158 2.997 1.635 0.1 0.2 -0.1
H 1.145 1.809 1.369 0.0 0.0 0.0
H 1.294 0.423 3.111 0.1 0.1 0.0
H -0.103 0.174 4.168 0.0 0.1 -0.1
H 0.609 1.801 4.039 0.2 0.0 0.1
C -4.667 2.883 5.870 0.2 0.3 -0.1
O -3.852 3.643 4.999 -0.5 -0.1 0.0
C -3.563 2.960 3.780 0.4 0.4 0.1
C -3.472 3.942 2.617 -0.1 -0.3 -0.1
O -4.739 4.449 2.184 0.1 0.2 0.3
C -5.389 5.373 3.061 0.1 0.1 -0.5
C -4.691 6.727 3.155 0.0 -0.4 0.5
O -3.535 6.639 3.982 0.2 0.0 -0.3
C -2.508 7.524 3.580 -0.1 -0.2 0.3
H -4.110 2.028 6.262 -0.1 -0.2 0.1
H -4.965 3.527 6.700 0.1 0.0 0.0
H -5.575 2.546 5.358 0.0 -0.1 0.0
H -4.326 2.208 3.559 0.0 0.0 0.0
H -2.597 2.458 3.907 0.0 -0.2 -0.3
H -3.069 3.399 1.756 -0.1 -0.1 0.0
H -2.775 4.754 2.822 -0.1 0.0 0.3
H -5.558 4.932 4.040 0.2 0.1 0.2
H -6.375 5.539 2.616 0.1 0.0 -0.1
H -5.368 7.455 3.616 -0.2 0.1 -0.2
H -4.429 7.070 2.149 0.0 0.0 0.0
H -2.251 7.370 2.527 0.0 0.1 -0.1
H -1.620 7.308 4.179 -0.2 0.0 0.0
H -2.809 8.563 3.750 0.1 0.1 -0.1
```
Forces are in eV/Å.

- Net charge: -1
- Multiplicity: 1
- Frontier orbital gap: 7.30 eV
- Highest occupied orbital energy: -5.243 eV



# 5
Molecular formula: C4H7NS
Method: DFT, ωB97M-V with the def2-TZVPD basis set

Geometry as XYZ:
```
13
Properties=species:S:1:pos:R:3:forces:R:3
C 0.771 -1.304 0.297 0.5 0.2 1.6
C 0.282 -0.847 -1.101 0.0 -0.6 1.3
C -0.518 0.429 -1.087 1.4 -2.5 3.6
C -0.203 0.575 1.254 -0.5 -1.0 -2.4
N 0.528 -0.612 1.332 0.6 -0.6 -0.3
S 0.511 2.028 1.938 2.5 -0.9 -1.2
H 1.399 -2.277 0.398 -1.3 1.6 -0.2
H 1.275 -0.854 -1.541 -0.3 0.1 -1.3
H -0.274 -1.798 -1.271 0.1 0.7 -1.1
H -0.027 1.317 -1.354 0.0 1.1 -0.6
H -1.562 0.266 -0.952 -0.6 0.6 -0.5
H -1.219 0.394 1.579 -0.2 0.4 0.1
H 1.838 1.649 1.385 -2.3 1.0 1.1
```
Forces are in eV/Å.

- Net charge: 0
- Multiplicity: 1
- Energy relative to the best compared isomer or geometry (same formula, charge and spin): 3.773 eV
- Frontier orbital gap (alpha / beta): 8.35 / 8.35 eV
- Highest occupied orbital energy (alpha / beta): -7.616 / -7.617 eV



# 6
Molecular formula: C7H12
Method: DFT, ωB97M-V with the def2-TZVPD basis set

Geometry as XYZ:
```
19
Properties=species:S:1:pos:R:3:forces:R:3
C 0.828 1.648 -1.336 0.1 0.2 -0.1
C 0.438 0.204 -1.173 0.1 0.4 -0.6
C 1.013 -0.432 0.137 0.1 0.1 -0.1
C -0.128 -1.326 0.703 -0.4 -0.3 0.1
C -0.326 -1.283 2.203 0.1 0.0 0.2
C -1.165 -0.652 -0.112 0.0 -0.5 0.2
C -1.093 -0.028 -1.169 -0.1 -1.1 0.2
H 0.464 2.233 -0.484 0.0 0.0 -0.2
H 1.917 1.723 -1.370 0.0 0.1 0.0
H 0.422 2.064 -2.262 0.0 0.0 0.2
H 0.736 -0.372 -2.054 0.3 0.1 0.1
H 1.933 -0.983 -0.069 0.0 0.0 0.2
H 1.229 0.356 0.866 0.0 0.0 -0.1
H 0.000 -2.356 0.369 0.0 -0.1 0.0
H -0.453 -0.251 2.544 0.0 -0.1 0.0
H 0.544 -1.711 2.705 0.0 0.0 0.1
H -1.208 -1.858 2.504 0.2 0.1 -0.1
H -2.781 1.005 -0.541 1.2 3.7 -3.1
H -2.371 2.019 -1.462 -1.8 -2.5 2.9
```
Forces are in eV/Å.

- Net charge: 0
- Multiplicity: 1
- Energy relative to the best compared isomer or geometry (same formula, charge and spin): 8.506 eV
- Frontier orbital gap: 8.04 eV
- Highest occupied orbital energy: -8.271 eV